(1)
Molecular formula: C3H5BrN4
Method: DFT, wB97M-V/def2-TZVPD

Structure (XYZ):
```
13
Properties=species:S:1:pos:R:3:forces:R:3:lowdin_charge:R:1
H 0.6336 1.1548 -0.1404 0.140 2.566 -1.860 0.0193
N -0.4121 -0.2498 -1.9748 1.194 0.340 -1.212 0.0579
C -1.9899 -1.5072 -1.1574 -0.086 -0.020 -3.521 -0.1273
H -2.6908 -2.0211 -0.5100 0.463 0.182 -0.037 0.1240
N -2.0330 -1.4874 -2.5192 -2.365 -1.811 1.651 0.0009
H 1.1390 0.6521 1.4158 0.322 -0.821 -0.960 0.0808
C 0.9551 0.3274 0.3618 -1.480 -3.584 1.417 -0.1102
N -1.0777 -0.7396 -2.9797 0.857 0.931 1.292 -0.0291
C -0.4225 -0.4704 0.3454 3.710 -2.745 4.572 -0.8156
H -0.0894 -2.0763 1.0987 -0.598 3.439 -1.698 0.2052
Br -1.7242 0.2234 1.5062 -0.561 0.547 0.607 0.7490
H 1.6812 -0.3558 -0.1772 -0.515 1.408 0.871 0.1028
N -0.9355 -0.7516 -0.8709 -1.082 -0.431 -1.121 -0.2578
```
Forces are in eV/Å.

Values from the calculation:
calculated total energy = -79190.06857 eV
relative energy (zero: lowest compared OMol25 entry of this formula, charge and spin) = 460.9 kJ/mol
total charge = 0
HOMO = -9.97 eV
maximum force = 0.126 Eh/bohr
multiplicity = 1


(2)
Molecular formula: C3H5BrNO2
Method: DFT, wB97M-V/def2-TZVPD

Structure (XYZ):
```
12
Properties=species:S:1:pos:R:3:forces:R:3:lowdin_charge:R:1
N 0.8077 1.0059 0.4869 -0.662 -0.769 -0.612 0.1043
O 0.1183 -1.2711 0.4225 -0.171 -2.074 -1.910 0.0828
H -0.7640 0.2624 1.6031 -0.530 -0.380 -0.319 0.1458
C 0.1529 -0.1272 1.1717 3.387 0.667 2.236 -0.2564
H 0.8239 -0.4624 1.9981 -0.823 0.399 -0.091 0.1633
O -0.2070 -2.0237 -1.7399 0.413 1.338 2.431 0.1665
H 1.7807 0.9476 0.1348 -0.765 -0.755 0.410 0.1396
H 0.8388 1.6322 1.2711 -0.051 1.441 -0.218 0.1066
H -1.4817 0.5991 -0.4482 -0.153 0.155 0.098 0.0932
Br -1.0025 0.5195 -2.8884 0.115 0.334 0.807 1.1444
C -0.2213 -1.1676 -0.8637 0.152 -2.803 -0.689 -0.5420
C -0.8456 0.0854 -1.1480 -0.913 2.446 -2.144 -0.3482
```
Forces are in eV/Å.

Values from the calculation:
calculated total energy = -78808.94469 eV
relative energy (zero: lowest compared OMol25 entry of this formula, charge and spin) = 144.9 kJ/mol
total charge = +1
HOMO (alpha / beta) = -15.34 / -15.34 eV
maximum force = 0.080 Eh/bohr
multiplicity = 1


(3)
Molecular formula: C3H5BrO
Method: DFT, wB97M-V/def2-TZVPD

Structure (XYZ):
```
10
Properties=species:S:1:pos:R:3:forces:R:3:lowdin_charge:R:1
C -0.1808 -0.7283 -1.4965 -4.711 -0.755 -1.907 -0.1620
C 0.6736 0.6558 1.6547 -2.293 -1.242 -3.288 -0.6049
H -0.9861 0.0853 -1.5494 0.947 -0.982 -0.209 0.0955
C -0.0947 0.3031 0.5638 2.164 -0.481 2.310 -0.2190
Br 0.0114 1.7880 2.9675 0.148 0.242 0.168 0.6868
H -1.0612 0.7589 0.3928 -0.087 -0.180 -0.387 0.1018
H 1.5783 0.1115 1.7385 0.890 -0.045 0.709 0.0468
H 0.5378 -0.4756 -2.2249 1.055 0.009 -0.900 0.0634
H -0.7959 -1.7200 -1.8092 1.763 1.976 0.792 0.1363
O 0.3175 -0.7786 -0.2374 0.123 1.458 2.711 -0.1447
```
Forces are in eV/Å.

Values from the calculation:
calculated total energy = -75280.02961 eV
relative energy (zero: lowest compared OMol25 entry of this formula, charge and spin) = 120.7 kJ/mol
structure (SMILES) = CO/C=C/Br
total charge = 0
HOMO = -8.74 eV
maximum force = 0.100 Eh/bohr
multiplicity = 1


(4)
Molecular formula: C3H5BrO
Method: DFT, wB97M-V/def2-TZVPD

Structure (XYZ):
```
10
Properties=species:S:1:pos:R:3:forces:R:3:lowdin_charge:R:1
Br -2.4518 0.5469 0.1719 0.055 -0.364 -0.173 0.7022
C -0.7246 -0.2061 -0.0231 3.880 1.186 0.822 -0.7577
H 0.1293 1.7562 -1.2743 0.898 -0.267 0.244 0.0073
H 1.6083 0.6772 -0.7859 -0.727 0.820 0.195 0.0276
H 0.9081 -1.4864 0.9556 -0.975 0.424 -0.667 0.1243
C 0.7910 1.3685 -0.4748 -2.192 -1.564 0.168 0.0460
O -0.4409 -1.3688 -0.7122 -0.944 0.404 -1.824 -0.0727
H 1.0655 2.2107 0.2422 -0.604 -1.696 -0.486 0.0404
C -0.1739 -1.4389 0.6404 2.503 2.411 0.806 -0.1903
H -0.7109 -2.0594 1.2601 -1.895 -1.354 0.916 0.0730
```
Forces are in eV/Å.

Values from the calculation:
calculated total energy = -75277.69472 eV
relative energy (zero: lowest compared OMol25 entry of this formula, charge and spin) = 346.0 kJ/mol
total charge = 0
HOMO = -9.12 eV
maximum force = 0.081 Eh/bohr
multiplicity = 1


(5)
Molecular formula: C3H5BrO
Method: DFT, wB97M-V/def2-TZVPD

Structure (XYZ):
```
10
Properties=species:S:1:pos:R:3:forces:R:3:lowdin_spin:R:1
H 1.2514 -0.3418 1.3867 -0.995 -0.175 -0.885 0.0573
C 0.8236 -0.5643 0.3681 8.986 -2.136 0.693 0.6890
H 0.6939 -1.5356 0.0096 -0.632 -1.795 0.116 0.0466
H -1.5195 -0.3069 -0.2720 2.154 1.621 1.535 0.0368
C 0.2842 0.8267 -1.0735 -1.563 -0.089 1.054 0.1598
H -0.1355 0.3320 -1.9510 0.437 0.653 -0.521 0.0246
C -0.6463 0.4443 0.0613 -6.555 3.943 -3.751 0.6985
Br 0.6103 2.7155 -1.1909 -0.214 -0.147 -0.272 0.0947
O 1.5157 0.1521 -0.6689 -1.282 -1.184 1.900 0.1601
H -0.8034 1.2566 0.7739 -0.337 -0.689 0.132 0.0326
```
Forces are in eV/Å.

Values from the calculation:
calculated total energy = -75273.60317 eV
relative energy (zero: lowest compared OMol25 entry of this formula, charge and spin) = 351.7 kJ/mol
total charge = 0
HOMO (alpha / beta) = -4.50 / -10.39 eV
maximum force = 0.180 Eh/bohr
multiplicity = 3


(6)
Molecular formula: C3H5CaO3
Method: DFT, wB97M-V/def2-TZVPD

Structure (XYZ):
```
12
Properties=species:S:1:pos:R:3:forces:R:3:lowdin_spin:R:1
H 0.7575 0.3667 -2.2445 0.014 0.573 0.197 0.0004
H 0.8657 0.9362 1.9235 0.302 -0.072 -0.242 0.0025
C 0.4407 0.6340 -1.2274 0.253 -1.027 -0.108 0.0033
H -1.6644 0.4606 -0.8246 -0.102 -0.147 1.053 0.0038
O 1.3790 0.0237 -0.2996 0.788 0.049 0.170 0.0039
H -0.9678 -1.0732 -1.2869 0.430 0.087 0.200 0.0012
O 0.1316 0.3881 1.6303 -0.418 1.687 1.219 0.0774
O 0.4210 -1.7047 1.0196 0.156 0.241 0.152 0.0557
H 0.3686 1.7128 -1.0312 0.065 -0.266 -0.305 0.0007
C 0.4270 -0.5074 0.5555 -3.094 -1.019 -1.699 0.0178
Ca -1.3964 -1.0799 2.5047 0.728 -0.425 -0.577 0.8179
C -0.7626 -0.1569 -0.7193 0.877 0.318 -0.061 0.0153
```
Forces are in eV/Å.

Values from the calculation:
calculated total energy = -27770.96427 eV
relative energy (zero: lowest compared OMol25 entry of this formula, charge and spin) = 199.6 kJ/mol
total charge = 0
HOMO (alpha / beta) = -5.47 / -8.73 eV
maximum force = 0.071 Eh/bohr
multiplicity = 2


(7)
Molecular formula: C3H5Cl
Method: DFT, wB97M-V/def2-TZVPD

Structure (XYZ):
```
9
Properties=species:S:1:pos:R:3:forces:R:3:lowdin_charge:R:1
Cl 3.9327 -0.1205 -0.0144 -2.475 1.004 0.212 -0.0477
C 0.8599 -0.2061 -0.0718 -2.963 2.806 0.425 -0.2050
H 1.1361 -1.1579 -0.1179 2.317 -3.695 -0.315 0.0560
H -1.1599 0.6852 0.0230 0.153 0.483 0.110 0.0708
C -0.6625 -0.2748 -0.0023 -0.467 1.930 -3.076 -0.0632
H -0.9071 -0.7405 0.8708 -0.656 -1.557 2.378 0.0413
H -1.1993 -0.7914 -0.8589 1.282 0.217 0.858 0.1096
H 2.0353 1.6922 0.0987 1.017 4.048 0.144 -0.0107
C 1.6536 0.7838 0.1308 1.792 -5.235 -0.736 0.0490
```
Forces are in eV/Å.

Values from the calculation:
calculated total energy = -15711.04182 eV
relative energy (zero: lowest compared OMol25 entry of this formula, charge and spin) = 270.6 kJ/mol
total charge = 0
HOMO = -9.82 eV
maximum force = 0.109 Eh/bohr
multiplicity = 1


(8)
Molecular formula: C3H5Cl2N2
Method: DFT, wB97M-V/def2-TZVPD

Structure (XYZ):
```
12
Properties=species:S:1:pos:R:3:forces:R:3:lowdin_charge:R:1
C -1.3008 -0.5346 -0.0157 4.570 1.033 0.201 -0.6262
H 0.8266 -2.0884 -1.1211 0.478 0.964 -1.030 0.2065
Cl -2.6962 -1.3551 0.0968 -0.827 -0.246 -0.029 0.8721
N 0.0308 1.0532 1.6630 1.436 0.827 -0.507 0.0446
H 1.2297 -0.6101 -2.1172 -0.232 -1.267 2.169 0.2463
Cl -0.9928 2.2173 -0.7107 0.549 -1.098 0.787 0.5209
C -0.4677 0.7374 0.3661 0.011 -0.109 -0.591 -0.6992
N 1.1128 -1.0721 -1.1249 -3.254 -0.535 -1.747 0.2623
H 1.9417 -1.0871 -0.6128 2.195 0.563 1.051 0.1383
H 0.9368 1.6411 1.7089 -1.913 -1.414 -0.675 0.1429
C 0.0070 -0.4829 -0.3338 -2.440 1.103 0.095 -0.1872
H -0.6278 1.5813 2.2015 -0.574 0.180 0.276 0.0788
```
Forces are in eV/Å.

Values from the calculation:
calculated total energy = -31206.78229 eV
relative energy (zero: lowest compared OMol25 entry of this formula, charge and spin) = 377.8 kJ/mol
structure (SMILES) = N[C@@]1(Cl)C([NH3+])=C1Cl
total charge = +1
HOMO = -13.85 eV
maximum force = 0.091 Eh/bohr
multiplicity = 1


(9)
Molecular formula: C3H5Cl2NO2
Method: DFT, wB97M-V/def2-TZVPD

Structure (XYZ):
```
13
Properties=species:S:1:pos:R:3:forces:R:3:lowdin_charge:R:1
H -2.0683 -0.9431 -1.6805 -0.218 0.293 0.164 -0.0044
C -2.1772 -1.2865 -0.6665 -0.347 1.068 1.053 -0.5664
N -1.2280 1.6919 0.0190 -0.073 1.080 0.614 -0.5530
H -2.8118 -0.9175 0.1468 0.240 0.056 -0.937 -0.0079
Cl 9.4906 -0.8808 0.1147 0.108 -0.021 -0.001 -1.0000
Cl -1.2274 -2.6041 -0.2440 0.525 -1.206 0.082 0.4991
H 1.1481 0.1543 1.4830 0.142 0.229 -1.322 0.0672
C 0.6676 0.0938 0.4550 -0.694 -0.285 2.031 -0.1698
H 1.2588 0.5512 -0.3385 0.068 -0.021 0.033 0.0564
H 0.5748 -1.0268 0.3580 0.019 1.081 -0.341 -0.0038
C -0.7019 0.6879 0.7014 -0.023 -2.737 -0.273 -0.0978
O -0.4620 2.6822 -0.1446 0.322 0.618 -0.696 -0.0957
O -2.4631 1.7976 -0.2038 -0.067 -0.155 -0.409 -0.1240
```
Forces are in eV/Å.

Values from the calculation:
calculated total energy = -33816.49105 eV
relative energy (zero: lowest compared OMol25 entry of this formula, charge and spin) = 395.0 kJ/mol
total charge = -2
HOMO (alpha / beta) = -1.52 / -2.05 eV
maximum force = 0.054 Eh/bohr
multiplicity = 1


(10)
Molecular formula: C3H5Cl2O3S
Method: DFT, wB97M-V/def2-TZVPD

Structure (XYZ):
```
14
Properties=species:S:1:pos:R:3:forces:R:3:lowdin_charge:R:1
H -0.2529 -2.6157 0.1736 -0.023 -0.122 -0.011 0.0690
O 1.6578 1.8454 1.1223 0.208 0.100 -0.144 -0.3944
O 1.1308 2.5342 -1.1939 0.245 -0.601 0.602 -0.3810
H 0.7860 -1.4093 0.9277 0.051 0.051 0.091 0.0829
C -0.2319 -1.6169 0.6026 0.171 -0.121 -0.092 -0.1620
C -0.5830 -0.6137 -0.4673 0.038 0.136 0.369 -0.7902
Cl -2.2510 -0.9486 -1.0975 -0.112 -0.080 -0.032 0.5436
S 1.2710 1.4483 -0.2153 -0.329 0.519 -0.305 0.3758
Cl -1.1613 1.1613 1.5466 -0.230 0.076 0.036 0.6131
H 0.1024 -0.7601 -1.2897 -0.139 0.077 -0.319 0.0828
C -0.4792 0.8552 -0.0634 0.014 -0.449 -0.205 -0.7657
H -0.9049 -1.5830 1.4508 -0.124 0.089 0.095 0.0491
O 1.9567 0.2646 -0.7181 0.329 0.085 -0.096 -0.3792
H -1.0407 1.4381 -0.7782 -0.100 0.241 0.011 0.0561
```
Forces are in eV/Å.

Values from the calculation:
calculated total energy = -45217.26799 eV
relative energy (zero: lowest compared OMol25 entry of this formula, charge and spin) = 0.0 kJ/mol
structure (SMILES) = C[C@@H](Cl)[C@@H](Cl)S(=O)(=O)[O-]
total charge = -1
HOMO = -5.55 eV
maximum force = 0.017 Eh/bohr
multiplicity = 1